ORCA calculation (ωB97M-V/def2-TZVPD) on a 2-piece molecular cluster, C38H43N4O overall in a non-equilibrium geometry.

```
86
Properties=species:S:1:pos:R:3:forces:R:3
H 8.50189 -2.82075 1.59068 -0.182 0.176 -0.058
C 6.66066 0.01346 0.80654 0.464 0.336 -0.283
H -6.81653 -3.13427 -1.40811 0.075 0.048 0.264
H -1.58207 2.67558 -5.17866 -0.081 0.001 -0.025
C -0.33096 0.79398 -3.62942 0.067 -0.570 -0.253
C -6.74368 -2.56306 -0.46341 -0.332 -0.012 -0.647
H 0.76142 5.75777 1.52035 -0.198 0.093 0.021
N 6.51999 -2.85080 0.99041 -0.513 0.313 -0.036
H -3.53759 -3.63216 2.82427 0.069 -0.018 -0.193
H 1.97119 -2.63003 0.84521 0.343 0.148 -0.148
N -0.87145 2.06377 -3.21723 -0.666 0.927 0.037
C -0.78917 2.60994 -1.97248 0.648 0.764 -0.567
H 6.51718 0.96193 1.33789 0.091 -0.117 -0.174
H -3.12323 0.63568 -1.20291 0.056 -0.288 0.147
H -7.02085 -0.51451 0.12680 0.029 -0.072 -0.080
H 0.54890 3.97729 -0.21229 -0.151 0.285 0.122
H -2.45031 7.96529 -0.38355 0.318 -0.318 -0.083
H -4.51746 -5.64974 2.01492 0.038 0.012 -0.087
H -1.10471 0.22567 -4.16049 0.177 -0.036 0.196
C 4.09133 -2.81333 0.94692 -0.489 0.556 -0.178
C -0.87958 6.95958 0.74715 -0.593 -0.369 -0.670
H 7.45394 -4.62272 0.45747 -0.211 0.097 0.011
H -3.99163 -5.36686 0.36086 -0.035 0.121 0.041
H 8.23720 -2.22862 -0.05000 -0.188 -0.115 0.221
H 1.85992 1.15008 0.04857 -0.012 -0.503 -0.260
H -1.99907 9.51926 1.12053 0.255 -0.450 0.344
H -6.19415 -3.99910 1.94895 0.098 0.123 -0.251
H -6.35256 -4.85379 0.42640 0.238 0.130 0.010
H -2.47567 6.28234 -2.19836 0.048 -0.069 0.396
H -2.91175 8.34719 2.14199 0.522 0.026 -0.123
H -1.61144 9.36098 2.86971 -0.196 -0.135 -0.313
C -1.04177 4.96212 -1.25236 -0.239 1.227 0.964
C -1.97097 -0.66527 0.10474 -0.037 -0.177 0.377
C -1.76791 7.11324 -0.34291 0.511 -0.362 0.367
H -5.46980 0.50564 -1.40560 -0.089 -0.116 -0.153
H 6.93534 0.26274 -0.23012 0.035 -0.013 0.207
C -2.09657 -1.83390 0.93386 -0.563 -0.092 -0.471
C -6.79416 -1.08070 -0.78390 0.014 0.196 0.232
C 6.57597 -4.29681 1.03035 -0.071 -0.644 0.430
C 5.31469 -4.96504 0.50707 -0.008 0.131 -0.270
H 4.22955 1.05514 0.52652 0.021 -0.221 -0.055
C 0.45225 -0.42699 0.45356 -0.114 -0.139 0.416
C -4.29940 -1.03032 -0.56887 0.397 0.153 0.281
C 2.91836 -2.08484 0.81117 0.512 0.107 -0.081
C 5.36870 -0.72977 0.78863 -0.679 0.099 0.074
H -7.60048 -0.90079 -1.49506 -0.057 0.007 0.098
H 5.33887 -6.02058 0.78749 0.008 0.082 -0.105
C 5.35591 -2.15043 0.91652 -0.010 0.211 -0.125
C 7.78586 -0.77586 1.46361 -0.079 -0.018 0.277
C -1.65433 4.09559 -3.49746 0.372 -0.022 0.628
H 7.64956 -0.75723 2.55006 0.026 -0.050 -0.076
H -2.32314 -4.35473 1.76561 -0.141 0.072 0.111
H -2.03008 5.03031 -3.86188 -0.026 0.084 -0.044
C -1.92388 8.81508 1.97223 0.583 -0.521 -0.141
H -7.61114 -2.86339 0.14236 0.232 0.154 -0.087
H 8.74583 -0.30708 1.24157 -0.026 -0.041 0.110
H -0.76008 1.00603 -0.63484 0.036 -0.306 0.143
H 0.51248 0.93148 -4.33028 -0.296 0.038 0.406
C 7.82226 -2.21486 0.97609 0.465 0.369 -0.393
C 4.06205 -4.30380 1.07685 -0.194 -0.461 0.294
C -5.68129 -4.18930 0.98766 -0.128 -0.254 0.624
C -4.39282 -2.21870 0.21580 0.099 0.137 -0.200
H -1.27658 -2.14152 1.58557 -0.208 0.003 -0.307
C -3.24600 -2.61462 0.96493 0.510 0.554 -0.137
H 0.01441 0.23220 -2.75678 -0.101 0.145 -0.199
N -5.54140 -2.95218 0.24508 0.488 0.301 -0.008
C -3.13907 -0.27852 -0.60110 0.012 -0.378 0.194
O -0.86547 7.80929 1.81217 -0.487 0.529 -0.122
C -1.80883 6.13831 -1.34631 0.092 -0.432 0.207
C 1.73692 0.09177 0.31961 0.000 -0.156 0.386
C -0.74494 0.06544 -0.06045 -0.201 -0.421 0.575
H 3.95918 -4.58672 2.13689 0.016 0.080 -0.198
N -1.21121 3.91119 -2.16897 -0.226 -1.260 -1.636
C -5.47499 -0.58770 -1.36774 -0.334 0.097 -0.432
C -3.30877 -3.87656 1.77489 0.024 -0.199 0.533
H -5.36157 -0.95309 -2.39961 -0.110 0.081 0.136
C -1.44440 2.94018 -4.14591 0.433 -0.097 0.419
H 5.29221 -4.91450 -0.58886 0.017 0.035 0.156
C -0.09657 4.85478 -0.22282 -0.253 0.320 -0.168
H 0.35848 -1.32597 1.06397 0.282 0.011 -0.506
C 2.91958 -0.66954 0.59719 -0.013 0.030 0.156
H 6.75298 -4.63206 2.06885 -0.015 0.177 -0.195
C 0.00780 5.85028 0.74474 -0.513 0.406 -0.026
C 4.18700 -0.03078 0.62359 0.036 -0.514 0.046
C -4.35567 -4.87069 1.26747 0.208 -0.015 -0.262
H 3.17727 -4.68596 0.55642 0.100 -0.014 0.163
```
Positions in Å, forces in eV/Å.

Results
Charge: +1
Spin multiplicity: 1
Calculated total energy: -48105.124 eV
Frontier orbital gap: 5.4 eV
Energy relative to the best compared isomer or geometry (same formula, charge and spin): 0.0 kcal per mole

Mulliken population analysis, charges in e, atoms 1 to 6: 0.498 -0.918 0.314 0.468 -0.975 -0.759

---

ORCA calculation (ωB97M-V/def2-TZVPD) on C38H43N8O3RuS2Si as an isolated structure in a non-equilibrium geometry.

```
96
Properties=species:S:1:pos:R:3:forces:R:3
H -4.19920 1.17890 3.62560 -0.003 -0.197 0.052
O 2.81470 -4.56250 1.83930 -0.196 0.258 -0.126
H 4.30570 -2.63170 3.10030 0.070 -0.111 0.033
H 4.57300 -0.00890 -2.46750 -0.079 -0.062 0.028
H 4.80740 -4.89360 2.30290 -0.052 0.024 0.038
H -2.52650 0.28020 -2.98380 0.099 0.043 -0.052
H -1.29860 2.81900 7.94770 0.165 0.040 0.116
C -2.23890 3.23190 0.94910 0.081 -0.240 -0.927
N -2.51250 1.74820 0.95480 -0.657 -0.211 -0.143
H -2.43270 -1.25630 -4.82950 0.047 0.007 -0.033
C 1.56130 -1.34620 0.68250 -1.158 1.437 -0.432
C 2.36000 -0.46370 1.39810 0.491 -0.140 0.368
C 3.34850 -0.93010 2.24860 -0.088 0.163 -0.110
H -2.56150 3.70680 0.02490 -0.035 -0.160 0.023
C 0.57030 1.06230 5.87030 -0.461 0.533 -0.269
H 2.47980 3.66510 -2.32710 0.070 0.121 0.023
H 0.33340 4.29140 0.50550 0.062 0.044 0.045
C -2.44430 3.99600 2.16610 -0.076 0.268 1.102
C 1.76830 -2.72070 0.84430 0.548 0.304 0.288
C -1.37070 -1.28780 -4.56120 -0.112 0.108 -0.127
Si -0.57170 2.54940 5.55640 0.448 0.184 0.676
C -1.89170 -1.64610 -2.27450 -0.624 -0.173 -0.322
C 3.75950 -0.50000 -3.01360 0.082 -0.113 -0.057
C 3.80090 -5.11000 2.67640 0.137 -0.130 0.124
H 3.63330 -6.18610 2.65870 0.087 0.047 0.044
O 2.34440 -4.58190 -2.55560 0.215 0.262 0.121
C 2.74920 -3.25670 -2.65500 -0.769 0.453 0.886
N -1.09660 -3.62530 -1.00820 0.101 -0.609 0.128
H 5.13330 -1.50280 -4.41520 0.109 -0.153 -0.112
H -2.88540 4.97090 2.00720 -0.012 0.055 0.055
C 0.40070 4.13860 -0.57250 -0.049 -0.232 0.014
C -3.87680 -1.28260 -0.32830 0.006 0.134 -0.078
H -0.21320 5.02350 5.27710 -0.141 0.150 -0.035
C -1.81900 2.65070 7.00900 0.406 -0.025 -0.707
C 1.61810 -0.02010 -3.00730 0.512 -0.457 -0.099
H -4.17600 0.63910 -1.22430 -0.078 0.087 -0.033
C 0.42680 4.17920 5.51650 -0.421 -0.657 -0.047
H 0.88650 4.37980 6.47970 0.058 -0.033 0.201
C 2.27070 2.62850 -2.54070 0.458 0.305 -0.425
C -3.61310 -0.28070 -1.23920 -0.050 -0.251 0.026
H -1.39220 -4.22520 -0.24420 0.087 0.243 -0.077
C 1.13300 2.02350 -1.89510 -0.891 -0.498 0.102
H 2.64830 -0.44290 -1.12710 -0.096 -0.081 -0.321
H 1.31930 4.58710 -0.93320 0.036 0.046 0.001
C 0.33210 2.67270 -0.89840 0.418 0.301 0.056
H -0.99400 -0.26320 -4.48060 0.029 -0.052 0.034
N 0.75930 0.77150 -2.19700 -0.064 -0.223 0.797
H -4.74200 1.66270 2.06600 -0.057 -0.280 -0.208
H 0.00030 0.14180 5.93250 -0.138 -0.178 0.028
H 1.03210 -0.66590 -3.66500 -0.017 0.034 0.129
H 2.20020 0.60840 1.29620 0.018 -0.130 -0.037
Ru 0.01710 -0.40780 -0.45730 0.206 -0.133 -0.270
H 3.70820 -4.74680 3.70560 0.004 -0.015 -0.058
C 0.24520 -3.26610 -0.89160 0.403 0.960 0.748
C 2.04570 -2.26190 -2.05980 1.273 -0.566 -0.445
C -2.19620 3.61610 3.45290 -0.266 0.852 -0.472
N -4.05160 1.18900 2.62940 2.482 0.350 -0.814
H 3.91410 2.47280 -3.86310 0.080 0.187 0.077
H 1.11200 1.18240 6.80360 0.032 0.169 0.217
H 1.29590 0.93390 5.07550 0.175 0.014 -0.158
H 2.82950 0.41820 -4.84010 0.007 0.013 0.046
N 0.96430 -3.67920 0.19230 -0.389 -0.604 -0.304
S -0.46580 -0.00100 3.04490 -0.480 0.968 0.744
N -1.17820 2.25310 0.84930 0.470 0.813 1.889
H -0.81110 -1.81910 -5.33130 -0.046 0.071 0.052
S -1.24180 -1.05750 1.49990 -0.659 -0.265 -0.710
H 1.86830 -4.93510 -4.54740 -0.033 -0.024 0.026
C -1.67280 1.28230 3.19060 2.272 -0.825 1.085
C 2.85440 0.54790 -3.75280 -0.096 0.040 -0.160
H -2.52460 3.46470 6.87500 -0.149 0.186 -0.037
C -1.56110 2.42070 3.94090 -0.031 -0.978 -0.132
N 0.74060 -2.35270 -1.66390 -1.262 0.420 0.636
O -1.17730 -2.02370 -3.37430 -0.195 0.010 0.422
C 3.88290 -2.93030 -3.49220 0.372 0.213 -0.400
H -3.20820 -3.15010 0.47030 0.049 -0.068 0.082
H 0.82490 -4.56100 0.66070 -0.119 0.046 -0.071
H -0.43530 4.66690 -1.03570 -0.025 0.093 -0.027
C -2.75000 1.25870 2.21770 -2.212 0.101 -0.757
C -2.02150 -2.56950 -1.20510 -0.340 0.321 -0.340
N -0.49860 1.87310 -0.25900 0.067 -2.115 -0.668
H 4.35090 -3.77300 -3.98480 0.112 -0.039 -0.072
C 3.07700 1.97180 -3.39580 -0.147 0.113 0.186
C -3.06290 -2.40540 -0.29940 0.142 -0.187 -0.395
H 0.51750 -4.37400 -3.52510 0.006 -0.008 -0.011
C 2.56190 -0.86930 -2.13270 -0.314 0.179 0.119
H -2.40490 4.36480 4.20810 -0.073 0.220 -0.022
H 1.21670 4.14750 4.77210 0.117 -0.074 -0.161
C -2.64760 -0.47030 -2.21910 0.152 -0.294 -0.225
H -2.38660 1.73010 7.10850 -0.077 -0.186 -0.038
H -4.66430 -1.17410 0.40040 -0.081 0.001 0.115
H 1.17300 -6.02350 -3.31420 -0.061 0.022 -0.118
H 3.97690 -0.23300 2.78190 0.103 0.065 0.128
C 1.42370 -4.98820 -3.54620 -0.115 -0.050 -0.224
C 3.54000 -2.29190 2.42090 0.186 -0.309 0.225
C 2.74860 -3.19550 1.72870 -0.218 0.166 -0.319
C 4.30700 -1.68280 -3.74090 0.165 -0.111 -0.148
```
Positions in Å, forces in eV/Å.

Results
Spin multiplicity: 2
Calculated total energy: -90288.262 eV
Expectation value of S²: 0.780
Frontier orbital gap (alpha / beta): 4.2 / 5.0 eV

Mulliken population analysis, charges in e, atoms 1 to 6: 0.295 -0.405 0.418 0.563 0.362 0.430

---

ORCA calculation (ωB97M-V/def2-TZVPD) on C38H44BrKN2OS2 as an isolated structure.

```
89
Properties=species:S:1:pos:R:3:forces:R:3
H 1.88924 -4.23196 -4.75604 -0.010 0.007 -0.008
C -0.45586 4.63774 5.76180 -0.026 -0.007 0.017
C 1.09733 3.93091 2.37838 0.018 0.006 0.022
H 7.45270 -0.13268 -2.58213 -0.006 0.001 0.009
C -1.85240 3.32707 0.06331 -0.035 0.136 -0.002
H -0.87000 3.30749 4.12545 -0.015 -0.004 0.015
H 1.12824 -4.30128 -1.08518 -0.012 0.004 0.011
C 2.48724 -4.93908 -4.17853 0.008 -0.005 0.002
C 7.39031 -0.50709 -3.60572 -0.025 0.015 0.016
C -5.67382 6.01605 0.49907 0.013 -0.006 -0.017
H 0.46268 -3.91591 -2.66584 -0.006 0.001 0.002
H 4.99076 -3.92936 -3.47089 0.015 -0.012 -0.012
H 8.60081 -2.89139 -3.20949 0.013 -0.001 -0.003
H 1.93301 4.44020 1.89150 -0.012 -0.004 0.011
H -1.83810 -2.98225 -1.96562 -0.104 -0.053 -0.034
S -0.76101 1.52377 1.82347 0.028 -0.111 0.022
H -3.79885 -1.35434 2.26585 0.005 0.001 -0.002
C -2.19064 -2.43805 1.34908 0.030 -0.023 0.032
C -4.89123 4.87589 0.39055 0.001 0.005 -0.009
H -2.34509 6.45447 0.85453 0.008 0.004 0.028
H 6.28631 -3.34255 -5.22578 -0.008 -0.014 0.003
H 4.42723 -5.59445 -2.31676 0.011 0.000 -0.007
C -0.82813 3.02841 1.14623 0.112 0.182 -0.007
H 8.40679 -0.57083 -3.99901 0.006 -0.014 -0.010
C 1.14550 -4.57760 -2.13789 -0.003 0.009 0.010
H -0.08544 5.70652 0.17823 -0.011 0.012 0.017
C 6.72151 -2.34779 -5.12428 0.033 -0.024 0.009
H 5.20404 0.24298 -2.62561 0.019 -0.001 -0.001
C 0.38797 5.62260 6.25909 0.010 0.017 0.020
H 0.79092 -5.60798 -2.23693 0.011 -0.016 -0.003
H 7.74083 -2.38492 -5.51760 0.008 -0.001 -0.009
C 7.57741 -2.85300 -2.82744 -0.013 -0.021 -0.025
H -3.81696 4.07663 -1.30909 -0.039 0.019 0.026
H 3.48529 -5.21610 -0.87588 0.001 0.002 0.013
H -1.68025 -2.62529 2.28527 0.002 -0.002 0.004
H 1.32420 2.86809 2.43777 0.031 0.027 0.004
C -4.03060 -1.47249 0.13846 -0.044 0.020 -0.020
S -2.08886 2.26648 -1.17849 -0.070 -0.026 0.016
N -0.06827 4.06991 1.50758 -0.114 -0.320 -0.014
C -6.76520 6.04053 1.35799 -0.017 0.029 -0.004
H 6.84472 0.22343 -4.20590 -0.003 0.009 -0.005
C 4.53185 -3.02076 -3.09795 -0.009 0.033 0.009
C -6.28954 3.78110 2.01656 -0.016 -0.002 0.013
C -3.38150 -1.72318 1.33757 -0.007 0.016 0.051
C 3.39285 -0.77039 -2.18325 -0.021 -0.059 0.002
H -6.52906 2.90677 2.60737 -0.001 -0.007 0.004
C 3.22789 -3.11012 -2.63554 -0.041 0.109 0.043
H 3.47383 -4.99694 -4.63971 0.013 0.010 0.001
C -0.48237 5.41920 1.15725 -0.014 0.113 -0.063
H -1.29424 4.29516 6.35416 -0.006 -0.006 0.000
C 3.41383 -5.51170 -1.92418 0.007 0.000 0.010
H -5.43222 6.89059 -0.09395 0.002 0.010 -0.005
C -5.20498 3.75599 1.15721 0.006 -0.012 0.005
N -2.49199 4.49740 0.21031 0.102 -0.322 -0.158
H 2.95527 -6.50298 -1.97019 -0.010 -0.005 -0.007
H 2.12544 6.82237 5.88311 0.005 0.006 0.007
H -3.55725 5.79753 -1.02620 0.001 -0.001 0.019
K -0.16397 -0.36518 -0.78086 -0.531 0.322 0.252
H -7.92122 4.94152 2.78920 -0.006 0.005 0.002
C -7.07314 4.92465 2.11766 -0.014 -0.016 0.020
C 0.85588 4.51846 3.74631 0.020 0.031 -0.014
H 0.20434 6.04949 7.23615 0.005 0.006 0.005
H -7.37021 6.93440 1.43355 -0.007 0.003 0.005
C -1.65108 -2.90256 0.15816 0.091 0.061 -0.093
H 6.13798 -1.66379 -5.74236 -0.013 0.016 -0.001
Br 2.61840 0.86925 -1.54799 0.113 0.087 -0.014
H -2.37908 5.27186 2.17153 0.016 0.029 -0.009
C 6.72758 -1.88374 -3.66092 0.038 -0.001 -0.027
H -0.69464 -3.41040 0.13364 -0.044 -0.098 0.083
H -3.99492 -1.73500 -1.99217 -0.007 0.003 0.003
C -1.99355 5.47111 1.16600 -0.005 0.107 0.145
C 2.56532 -4.49764 -2.70811 -0.016 -0.036 -0.030
H -0.08121 6.09347 1.91373 -0.009 0.021 -0.028
H 7.16946 -3.86414 -2.85596 -0.002 -0.011 0.001
H 2.02224 -5.92567 -4.25453 -0.009 -0.009 0.005
H -4.95566 -0.91021 0.13030 0.002 0.004 0.001
C 1.46478 6.05508 5.50194 -0.002 0.007 0.017
C 5.29921 -1.85549 -3.12503 0.028 -0.003 0.013
H -4.59646 2.86158 1.07721 0.012 -0.002 -0.008
C -3.70041 4.83227 -0.53467 0.031 0.054 -0.060
H 2.53367 5.84663 3.65253 0.013 0.008 -0.001
C 4.69091 -0.70791 -2.64463 0.003 0.031 -0.011
C -0.22360 4.08626 4.51293 -0.007 -0.011 -0.028
C -2.30217 -2.65036 -1.04454 0.128 0.010 -0.011
C 1.69398 5.50622 4.24733 -0.005 -0.025 -0.022
H 7.60966 -2.53581 -1.78389 -0.004 0.011 0.013
C -3.49202 -1.93654 -1.05487 0.007 0.001 -0.055
C 2.57304 -1.92805 -2.14216 0.164 -0.130 -0.100
O 1.36962 -1.88239 -1.70480 0.193 -0.203 -0.101
```
Positions in Å, forces in eV/Å.

Results
Spin multiplicity: 1
Calculated total energy: -153187.917 eV
Frontier orbital gap: 5.4 eV
Energy relative to the best compared isomer or geometry (same formula, charge and spin): 8.0 kcal per mole

Mulliken population analysis, charges in e, atoms 1 to 6: 0.368 -0.776 -1.387 0.398 0.207 0.377